[1]
Formula: C50H132N10O15
Source: OMol25
Level of theory: wB97M-V/def2-TZVPD

- Gap between HOMO and LUMO: 9.03 eV
- Relative energy (zero: lowest compared OMol25 entry of this formula, charge and spin): 0.0 kcal/mol
- SMILES: COC[C@H](C)N.COC[C@H](C)N.COC[C@H](C)N.COC[C@H](C)N.COC[C@H](C)N.COC[C@H](C)N.COCCNCCOC.COCCNCCOC.COCCNCCOC.COCCNCCOC.CCO

Positions of all 207 atoms, in Å:
C: 1.318 -3.872 2.977
O: 0.127 -3.749 3.681
C: 0.376 -3.479 5.098
C: -0.646 -2.531 5.748
N: -0.253 -1.180 5.355
C: -1.097 -0.117 5.952
C: -0.834 1.195 5.241
O: -1.111 1.036 3.869
C: -0.956 2.235 3.102
H: 2.041 -3.070 3.124
H: 1.057 -3.879 1.918
H: 1.754 -4.831 3.259
H: 1.407 -3.226 5.345
H: 0.233 -4.408 5.651
H: -0.610 -2.527 6.837
H: -1.654 -2.723 5.379
H: -0.372 -1.195 4.352
H: -0.682 -0.035 6.957
H: -2.174 -0.278 5.913
H: 0.214 1.357 5.493
H: -1.351 2.031 5.713
H: 0.032 2.686 3.184
H: -1.640 2.982 3.506
H: -1.072 2.056 2.033
C: 0.212 4.960 0.503
O: 1.499 4.409 0.804
C: 2.449 5.343 1.292
C: 3.834 4.686 1.434
N: 4.438 4.513 0.105
C: 5.755 3.840 0.031
C: 5.594 2.319 -0.110
O: 4.880 2.044 -1.267
C: 4.699 0.642 -1.408
H: -0.169 5.560 1.329
H: -0.474 4.228 0.077
H: 0.292 5.593 -0.381
H: 2.133 5.732 2.260
H: 2.478 6.248 0.686
H: 3.780 3.670 1.826
H: 4.496 5.337 2.005
H: 3.807 3.871 -0.353
H: 6.195 4.079 0.999
H: 6.425 4.292 -0.701
H: 5.083 1.918 0.765
H: 6.615 1.943 -0.177
H: 3.938 0.439 -2.161
H: 4.236 0.154 -0.550
H: 5.603 0.062 -1.590
C: -3.334 -1.077 0.846
O: -3.141 -2.433 1.216
C: -3.116 -2.650 2.658
C: -2.944 -4.124 3.008
N: -4.000 -5.029 2.548
C: -5.207 -5.067 3.329
C: -6.199 -6.050 2.729
O: -6.649 -5.536 1.491
C: -7.955 -5.835 1.235
H: -3.239 -1.080 -0.240
H: -2.557 -0.390 1.180
H: -4.320 -0.725 1.148
H: -4.007 -2.196 3.090
H: -2.234 -2.177 3.090
H: -2.558 -4.199 4.024
H: -2.012 -4.350 2.490
H: -4.199 -5.068 1.559
H: -5.619 -4.060 3.388
H: -4.958 -5.456 4.317
H: -6.937 -6.265 3.502
H: -5.699 -7.016 2.655
H: -8.309 -5.570 0.238
H: -8.592 -5.392 1.999
H: -8.172 -6.903 1.220
C: -1.720 2.066 -1.428
O: -2.515 2.261 -0.231
C: -3.888 2.335 -0.443
C: -4.557 3.191 0.629
N: -3.850 4.471 0.772
C: -4.147 5.404 -0.326
C: -3.525 6.741 -0.151
O: -2.150 6.647 -0.464
C: -1.464 7.888 -0.388
H: -0.668 2.268 -1.226
H: -2.006 2.766 -2.213
H: -1.767 1.078 -1.884
H: -4.175 1.295 -0.282
H: -4.195 2.713 -1.419
H: -4.501 2.765 1.630
H: -5.621 3.353 0.455
H: -2.915 4.117 0.628
H: -5.222 5.581 -0.377
H: -3.750 5.044 -1.276
H: -3.690 7.191 0.828
H: -3.925 7.432 -0.893
H: -1.700 8.609 -1.171
H: -0.388 7.714 -0.406
H: -1.601 8.349 0.590
C: 4.255 -5.407 4.740
C: 5.481 -4.592 4.284
C: 5.050 -3.520 3.267
O: 4.622 -4.106 2.101
C: 4.486 -3.236 1.036
N: 6.004 -3.918 5.466
H: 3.704 -4.834 5.486
H: 4.423 -6.401 5.153
H: 3.689 -5.615 3.831
H: 6.183 -5.296 3.836
H: 5.947 -2.941 3.050
H: 4.285 -2.835 3.634
H: 4.088 -3.932 0.298
H: 5.409 -2.882 0.577
H: 3.816 -2.387 1.170
H: 6.845 -3.488 5.109
H: 6.297 -4.590 6.161
C: -1.350 7.054 -4.461
C: -1.035 5.606 -4.036
C: 0.432 5.479 -3.402
O: 0.609 4.052 -3.201
C: 1.858 3.589 -2.692
N: -2.105 5.324 -3.101
H: -2.381 7.143 -4.803
H: -0.703 7.311 -5.300
H: -1.118 7.831 -3.732
H: -1.016 4.908 -4.874
H: 0.439 6.031 -2.463
H: 1.193 5.962 -4.016
H: 2.271 4.181 -1.874
H: 2.736 3.616 -3.336
H: 1.771 2.555 -2.359
H: -1.646 4.550 -2.642
H: -2.080 5.960 -2.317
C: -1.347 -0.020 -4.398
C: -2.057 -1.186 -3.686
C: -3.237 -1.745 -4.528
O: -4.300 -0.837 -4.973
C: -5.099 -0.224 -3.952
N: -1.022 -2.131 -3.347
H: -1.997 0.829 -4.609
H: -0.960 -0.266 -5.387
H: -0.495 0.341 -3.820
H: -2.484 -0.787 -2.766
H: -3.658 -2.644 -4.079
H: -2.885 -2.242 -5.431
H: -4.519 0.486 -3.362
H: -5.436 -1.001 -3.266
H: -5.908 0.320 -4.438
H: -1.469 -2.817 -2.756
H: -0.733 -2.725 -4.111
C: 3.418 0.193 -5.048
C: 2.511 0.666 -6.142
C: 1.611 1.813 -5.754
O: 0.756 2.038 -6.773
C: -0.034 3.206 -6.632
N: 3.348 1.073 -7.278
H: 2.844 -0.316 -4.274
H: 4.031 1.010 -4.668
H: 4.135 -0.510 -5.472
H: 1.848 -0.148 -6.439
H: 2.234 2.680 -5.535
H: 1.092 1.563 -4.828
H: -0.487 3.301 -7.619
H: 0.541 4.102 -6.396
H: -0.871 3.038 -5.955
H: 4.107 1.713 -7.095
H: 2.762 1.440 -8.015
C: -2.256 -5.525 -0.329
C: -1.987 -4.838 -1.651
C: -2.439 -5.785 -2.793
O: -1.956 -7.117 -2.741
C: -2.313 -7.904 -3.873
N: -2.731 -3.571 -1.708
H: -1.759 -4.952 0.454
H: -1.754 -6.493 -0.331
H: -3.301 -5.740 -0.104
H: -0.965 -4.498 -1.821
H: -2.214 -5.253 -3.717
H: -3.522 -5.874 -2.709
H: -3.394 -7.956 -4.002
H: -1.991 -8.945 -3.896
H: -1.868 -7.440 -4.753
H: -3.668 -3.815 -1.419
H: -2.404 -2.965 -0.969
C: 2.645 0.986 2.670
C: 3.389 0.068 3.553
C: 4.938 0.281 3.617
O: 5.606 0.082 2.389
C: 6.960 0.050 2.468
N: 2.797 0.124 4.856
H: 1.585 0.735 2.630
H: 2.945 0.870 1.629
H: 2.787 2.055 2.827
H: 3.217 -0.956 3.221
H: 5.296 -0.383 4.404
H: 5.186 1.288 3.951
H: 7.465 -0.312 1.572
H: 7.280 -0.576 3.301
H: 7.349 1.035 2.721
H: 3.110 -0.587 5.501
H: 1.803 -0.016 4.753
C: 0.099 -1.618 -0.161
C: 1.162 -0.667 -0.755
O: 1.337 -0.935 -2.086
H: -0.875 -1.439 -0.617
H: -0.065 -1.509 0.911
H: 0.376 -2.656 -0.344
H: 2.085 -0.731 -0.179
H: 0.840 0.359 -0.578
H: 0.496 -1.249 -2.425

[2]
Formula: C50H135N5O30
Source: OMol25
Level of theory: wB97M-V/def2-TZVPD

- Gap between HOMO and LUMO: 8.71 eV
- Relative energy (zero: lowest compared OMol25 entry of this formula, charge and spin): 235.1 kcal/mol

Positions of all 220 atoms, in Å:
C: -2.458 0.577 5.030
C: -3.532 1.337 4.337
O: -2.849 2.226 3.527
O: -1.571 -0.271 4.267
H: -2.794 0.001 5.892
H: -1.803 1.240 5.595
H: -4.147 1.913 5.028
H: -4.163 0.627 3.804
H: -3.542 2.676 3.039
H: -1.062 0.210 3.610
C: -2.600 -6.603 0.037
C: -2.531 -8.113 0.100
O: -2.040 -8.579 1.355
O: -1.346 -6.064 0.415
H: -3.238 -6.420 0.902
H: -2.823 -6.202 -0.952
H: -1.873 -8.508 -0.674
H: -3.496 -8.579 -0.099
H: -2.126 -9.526 1.223
H: -1.103 -6.722 1.070
C: -1.420 -6.669 -4.270
C: -0.830 -5.855 -3.035
O: 0.439 -6.299 -2.911
O: -2.186 -7.815 -3.821
H: -0.702 -6.890 -5.060
H: -2.027 -5.989 -4.867
H: -1.222 -6.061 -2.039
H: -0.784 -4.787 -3.252
H: 0.772 -6.307 -3.811
H: -2.772 -8.113 -4.521
C: 1.897 -3.956 -0.086
C: 2.715 -4.809 -1.143
O: 2.500 -6.225 -0.853
O: 0.981 -3.152 -0.825
H: 2.580 -3.374 0.532
H: 1.362 -4.662 0.550
H: 3.768 -4.803 -0.862
H: 2.516 -4.534 -2.179
H: 1.936 -6.700 -1.467
H: 0.107 -3.494 -0.625
C: -4.637 -5.084 -3.616
C: -5.127 -3.955 -2.658
O: -5.523 -4.564 -1.523
O: -4.191 -4.541 -4.806
H: -5.342 -5.910 -3.718
H: -3.889 -5.644 -3.054
H: -5.882 -3.326 -3.129
H: -4.315 -3.279 -2.392
H: -5.208 -4.219 -0.685
H: -4.740 -4.900 -5.506
C: -0.603 -0.391 -0.320
C: 0.413 -0.164 0.807
O: 0.490 1.102 1.452
O: -1.943 0.033 0.008
H: -0.954 -1.389 -0.584
H: -0.282 -0.028 -1.297
H: 1.293 -0.435 0.223
H: 0.243 -0.994 1.493
H: 1.011 1.672 0.882
H: -1.823 0.657 0.728
C: -5.746 2.139 0.196
C: -4.719 3.110 0.764
O: -4.947 3.584 2.091
O: -7.036 2.663 -0.045
H: -5.960 1.404 0.972
H: -5.227 1.808 -0.703
H: -4.473 3.991 0.172
H: -3.782 2.561 0.856
H: -5.706 4.169 2.035
H: -7.566 2.180 0.593
C: -2.650 -3.014 2.550
C: -3.661 -2.958 1.429
O: -4.849 -3.684 1.548
O: -3.075 -2.516 3.826
H: -1.864 -2.308 2.283
H: -2.277 -4.037 2.615
H: -3.142 -3.153 0.491
H: -4.022 -1.930 1.444
H: -5.308 -3.516 2.374
H: -2.484 -1.777 3.990
C: -2.270 5.122 -2.473
C: -2.473 6.265 -1.440
O: -3.664 6.391 -0.673
O: -3.393 4.956 -3.316
H: -2.311 4.120 -2.048
H: -1.353 5.276 -3.042
H: -2.491 7.158 -2.064
H: -1.526 6.385 -0.915
H: -3.707 7.104 -0.031
H: -4.223 4.630 -2.962
C: -2.718 5.587 3.726
C: -1.966 5.166 4.998
O: -0.566 5.573 5.001
O: -2.502 6.857 3.320
H: -3.794 5.470 3.855
H: -2.497 4.920 2.893
H: -2.155 4.096 4.913
H: -2.398 5.741 5.817
H: -0.086 5.271 4.226
H: -2.888 6.939 2.445
C: 6.849 2.923 -1.589
O: 5.560 2.422 -1.402
C: 5.378 1.544 -0.388
C: 3.926 0.972 -0.295
N: 2.863 1.864 -0.098
C: 2.642 2.932 -1.058
C: 1.406 3.887 -0.749
O: 1.398 4.440 0.625
C: 0.140 5.111 0.932
H: 7.556 2.118 -1.790
H: 7.142 3.539 -0.739
H: 6.845 3.454 -2.541
H: 5.646 1.858 0.621
H: 6.043 0.686 -0.486
H: 4.090 0.258 0.512
H: 3.589 0.295 -1.080
H: 3.147 2.414 0.700
H: 2.595 2.601 -2.095
H: 3.398 3.701 -0.896
H: 0.506 3.371 -1.081
H: 1.525 4.745 -1.411
H: -0.626 4.653 0.306
H: 0.170 6.155 0.620
H: -0.010 4.908 1.993
C: 9.430 -3.699 1.547
O: 8.830 -3.203 2.748
C: 8.179 -4.222 3.583
C: 6.660 -4.420 3.172
N: 5.807 -3.229 3.178
C: 4.339 -3.340 3.408
C: 3.619 -2.042 3.283
O: 4.126 -1.014 4.278
C: 3.975 0.337 3.872
H: 9.806 -2.869 0.949
H: 8.790 -4.376 0.982
H: 10.208 -4.392 1.866
H: 8.358 -3.965 4.627
H: 8.605 -5.202 3.370
H: 6.239 -5.118 3.896
H: 6.732 -4.911 2.202
H: 6.211 -2.589 3.846
H: 4.107 -3.703 4.410
H: 3.788 -3.883 2.640
H: 2.637 -2.328 3.659
H: 3.633 -1.654 2.265
H: 4.433 0.494 2.896
H: 4.625 0.783 4.625
H: 2.990 0.804 3.874
C: -3.800 -0.597 -3.177
O: -5.098 -0.595 -3.649
C: -6.070 0.181 -3.060
C: -7.291 0.206 -4.029
N: -8.130 -1.029 -3.912
C: -8.793 -1.131 -2.580
C: -10.222 -0.726 -2.785
O: -10.885 -0.478 -1.600
C: -11.846 -1.464 -1.241
H: -3.178 0.083 -3.761
H: -3.251 -1.538 -3.144
H: -3.769 -0.329 -2.121
H: -5.658 1.168 -2.853
H: -6.428 -0.348 -2.176
H: -6.813 0.197 -5.008
H: -7.849 1.139 -3.950
H: -7.662 -1.920 -3.999
H: -8.258 -0.516 -1.855
H: -8.541 -2.132 -2.228
H: -10.460 -1.684 -3.247
H: -10.290 0.100 -3.493
H: -12.552 -1.352 -0.418
H: -11.397 -2.457 -1.226
H: -12.555 -1.457 -2.069
C: 3.560 3.853 3.893
O: 4.860 4.255 4.206
C: 5.174 4.477 5.615
C: 6.642 4.738 5.870
N: 7.070 6.030 5.492
C: 7.104 6.303 4.044
C: 7.729 7.667 3.853
O: 9.158 7.508 4.084
C: 9.992 8.547 3.716
H: 2.910 4.719 3.768
H: 3.122 3.382 4.773
H: 3.370 3.194 3.046
H: 4.636 3.768 6.244
H: 4.587 5.384 5.759
H: 7.241 4.051 5.273
H: 6.878 4.473 6.901
H: 8.077 6.041 5.570
H: 6.102 6.393 3.626
H: 7.634 5.531 3.485
H: 7.220 8.329 4.554
H: 7.499 7.993 2.839
H: 9.744 8.866 2.704
H: 10.999 8.135 3.648
H: 10.050 9.342 4.460
C: 3.450 -2.013 -3.679
O: 3.264 -0.726 -4.327
C: 3.227 -0.736 -5.762
C: 2.663 0.657 -6.211
N: 1.217 0.738 -5.919
C: 0.355 -0.092 -6.766
C: -0.997 -0.294 -6.070
O: -0.947 -0.827 -4.735
C: -0.699 -2.130 -4.722
H: 3.990 -2.774 -4.242
H: 2.475 -2.498 -3.727
H: 3.920 -1.929 -2.699
H: 2.648 -1.604 -6.078
H: 4.248 -0.810 -6.137
H: 2.711 0.877 -7.278
H: 3.206 1.446 -5.691
H: 0.984 0.375 -5.006
H: 0.875 -0.994 -7.089
H: 0.245 0.552 -7.638
H: -1.631 -0.848 -6.763
H: -1.500 0.665 -5.949
H: -1.517 -2.652 -5.219
H: -0.916 -2.420 -3.694
H: 0.215 -2.479 -5.202